(1)
{
  "formula": "C7H10",
  "method": "the ωB97M-V functional and the def2-TZVPD basis",
  "elements": ["C", "C", "C", "C", "C", "C", "C", "H", "H", "H", "H", "H", "H", "H", "H", "H", "H"],
  "positions_angstrom": [[1.9655, -0.0989, -0.1790], [0.4618, -0.1283, -0.0291], [0.0139, -0.3407, 1.3987], [-1.7572, -0.0863, -0.7106], [-0.4281, -0.6995, -1.1031], [-1.5810, 1.0007, 0.0583], [-0.1751, 1.0508, 0.6178], [2.2580, 0.4510, -1.0805], [2.4461, 0.3972, 0.6766], [2.3589, -1.1165, -0.2397], [-0.9974, -0.5497, 1.7327], [0.7679, -0.9230, 1.9738], [-2.7110, -0.5315, -0.9975], [-0.1638, -0.3545, -2.1196], [-0.3496, -1.7920, -1.0725], [-2.3767, 1.7020, 0.3104], [0.2846, 2.0259, 0.8208]],
  "nbo_charge": [-0.59, -0.06, -0.45, -0.18, -0.43, -0.20, -0.25, 0.21, 0.22, 0.21, 0.23, 0.23, 0.21, 0.21, 0.22, 0.21, 0.23],
  "gap_ha": 0.3655,
  "spin_multiplicity": 1,
  "energy_ha": -272.63979,
  "smiles": "C[C@]12CC=C[C@H]1C2",
  "molar_mass_g_mol": 94.157,
  "charge": 0,
  "lumo_ev": 1.12,
  "de_lowest_kcal_mol": 49.1
}



(2)
{
  "formula": "C7H10",
  "method": "the ωB97M-V functional and the def2-TZVPD basis",
  "elements": ["C", "C", "C", "C", "C", "C", "C", "H", "H", "H", "H", "H", "H", "H", "H", "H", "H"],
  "positions_angstrom": [[1.8848, -0.2379, -0.3422], [0.6449, -0.5487, 0.4608], [0.4244, 1.7063, 1.2524], [-0.1507, 0.5242, 1.0915], [-2.4478, 0.0294, -1.1041], [-1.5119, -0.8401, -0.9182], [-0.4940, -1.5797, -0.6577], [2.7251, 0.1103, 0.2675], [2.1840, -1.1844, -0.7957], [1.6749, 0.4929, -1.1232], [0.9235, -1.1707, 1.3126], [0.0434, 2.4134, 1.9579], [1.2342, 2.0900, 0.6400], [-1.0080, 0.1979, 1.6841], [-2.3139, 0.6716, -1.9494], [-3.3869, -0.1177, -0.6127], [-0.4260, -2.5570, -1.1637]],
  "nbo_charge": [-0.64, -0.15, -0.39, -0.20, -0.52, 0.07, -0.32, 0.22, 0.22, 0.21, 0.21, 0.20, 0.19, 0.22, 0.22, 0.22, 0.24],
  "gap_ha": 0.3772,
  "spin_multiplicity": 1,
  "energy_ha": -272.57649,
  "molar_mass_g_mol": 94.157,
  "charge": 0,
  "lumo_ev": 1.10,
  "de_lowest_kcal_mol": 88.8
}